DFT (ωB97M-V/def2-TZVPD) results for 9 unconnected molecules or ions with the total composition C18H36Cl18 in a non-equilibrium geometry.

Geometry as XYZ:
```
72
Properties=species:S:1:pos:R:3:forces:R:3:lowdin_charge:R:1
Cl 19.38526 -10.06324 2.97509 0.2 0.2 0.0 0.5563
C 18.23964 -9.50822 1.73600 -2.2 -1.0 0.5 -0.6265
C 16.78014 -9.85907 2.23273 0.9 1.0 -0.4 -0.6847
Cl 15.62302 -9.48207 0.92673 0.2 0.1 -0.4 0.5249
H 18.36295 -10.12592 0.84642 0.5 0.5 -0.1 0.0555
H 18.29778 -8.43054 1.58335 0.3 -0.3 -0.2 0.0708
H 16.48619 -9.18103 3.03395 0.2 -0.5 0.2 0.0338
H 16.66404 -10.91238 2.48798 0.1 0.2 0.0 -0.0054
Cl 16.37675 -11.27788 5.27811 0.0 -0.2 0.1 0.6140
C 16.94692 -10.72359 6.88136 -0.4 0.5 -0.2 -0.6185
C 16.16475 -9.47301 7.30837 0.4 -0.6 -0.4 -0.6751
Cl 16.35446 -8.13104 6.13629 0.3 0.1 0.1 0.5616
H 18.02003 -10.57770 6.75785 -0.2 0.2 0.3 0.0433
H 16.75331 -11.52484 7.59453 0.1 0.0 -0.1 0.0356
H 16.53455 -9.17467 8.28937 -0.2 0.3 -0.1 0.0204
H 15.09100 -9.66053 7.30919 0.2 -0.1 0.3 0.0455
Cl 17.41903 -15.06979 0.43425 0.0 0.1 0.0 0.5546
C 17.51705 -13.46871 1.19894 0.3 0.3 1.4 -0.6572
C 18.15202 -13.56604 2.62746 0.2 -0.7 -0.9 -0.6344
Cl 19.92614 -13.87714 2.47977 -0.2 0.2 0.1 0.5052
H 16.50896 -13.06336 1.28574 -0.1 -0.1 0.0 0.0297
H 18.10692 -12.81459 0.55685 0.0 -0.1 0.1 0.0595
H 17.79008 -14.44416 3.16225 -0.3 0.1 -0.2 0.0479
H 18.03546 -12.70227 3.28200 -0.1 0.2 -0.5 0.0000
Cl 11.91040 -9.32487 13.37902 -0.4 -0.1 0.5 0.5932
C 12.65911 -10.31651 12.13725 1.1 0.7 -1.1 -0.6514
C 13.71709 -9.38297 11.50100 -0.3 0.3 0.6 -0.6992
Cl 14.59477 -10.10830 10.18506 0.2 -0.8 -1.1 0.6504
H 11.92195 -10.59636 11.38468 0.0 0.0 0.2 0.0728
H 13.14829 -11.20315 12.54059 -0.2 0.1 0.2 0.0691
H 14.49765 -9.09577 12.20552 -0.4 0.0 0.3 0.0705
H 13.27742 -8.48376 11.06950 -0.2 -0.1 0.4 0.0458
Cl 20.34423 -6.16830 9.88516 0.4 -0.1 -0.9 0.5173
C 20.73658 -6.96970 8.28544 -0.8 -0.4 0.4 -0.5977
C 19.52032 -7.81541 7.85983 1.2 0.5 0.2 -0.6579
Cl 19.46751 -9.27000 8.88723 -0.3 -0.1 0.0 0.5819
H 21.60963 -7.59796 8.46202 -0.1 0.1 0.0 0.0593
H 20.97135 -6.25623 7.49554 -0.1 0.4 0.4 0.0755
H 19.67928 -8.12596 6.82718 -0.2 -0.1 0.0 0.0703
H 18.59831 -7.24269 7.95976 0.0 -0.2 0.0 0.0360
Cl 16.32385 -3.46608 10.42698 -0.3 0.5 0.8 0.5787
C 16.83437 -4.51121 9.13341 0.2 -0.3 -0.7 -0.7235
C 15.65455 -5.13772 8.36882 1.1 0.3 1.0 -0.6140
Cl 14.90484 -6.45091 9.35520 0.3 0.1 -0.5 0.5345
H 17.54735 -5.23215 9.53341 -0.4 -0.3 0.1 0.0253
H 17.45034 -3.90779 8.46665 -0.3 0.1 -0.3 0.0706
H 16.13707 -5.52252 7.47037 -0.8 -0.4 -0.2 0.0365
H 14.86069 -4.40974 8.20168 0.3 -0.1 -0.3 0.0659
Cl 17.94084 -14.09933 8.32339 0.1 -0.5 -0.6 0.5411
C 17.97612 -15.35254 7.01317 -1.3 -0.8 0.0 -0.5677
C 16.57187 -16.08976 6.90609 1.6 0.1 1.2 -0.6629
Cl 15.25208 -14.96656 6.72147 -0.6 0.5 -0.5 0.5564
H 18.72291 -16.09051 7.30608 -0.1 0.1 0.0 0.0670
H 18.28481 -14.89814 6.07172 -0.2 0.2 0.2 0.0591
H 16.38021 -16.57827 7.86146 0.2 0.0 0.1 0.0557
H 16.53632 -16.89675 6.17425 0.2 0.5 -0.4 0.0757
Cl 13.52680 -15.22860 2.82655 0.4 -0.3 -0.4 0.5533
C 12.79085 -13.92626 3.73338 -0.1 1.2 0.4 -0.6708
C 13.55369 -12.56094 3.60292 -0.6 -0.6 0.1 -0.6139
Cl 13.80346 -11.95374 1.91868 -0.2 -0.6 0.6 0.5235
H 12.74822 -14.25395 4.77208 0.5 0.3 0.1 0.0477
H 11.73381 -13.86991 3.47342 0.2 0.3 -0.5 0.0668
H 14.52845 -12.58845 4.08994 -0.1 -0.3 -0.2 -0.0168
H 12.98933 -11.76183 4.08356 -0.1 -0.2 0.1 0.0654
Cl 15.95168 -14.65879 13.08031 0.0 0.1 -0.3 0.5276
C 15.88611 -13.90077 11.46045 0.0 1.3 0.2 -0.6576
C 16.51263 -12.46716 11.45586 -1.1 -1.8 -0.6 -0.7309
Cl 18.24820 -12.58768 11.56133 0.8 0.3 0.2 0.5678
H 14.84082 -13.74723 11.19235 -0.1 -0.3 0.1 0.0639
H 16.35175 -14.56247 10.73008 0.1 0.2 0.2 0.0291
H 16.07964 -11.84768 12.24127 0.3 -0.1 0.0 0.0588
H 16.23413 -12.06847 10.48037 0.3 0.2 0.2 -0.0050
```
Forces are in eV/Å.

HOMO   -10.5 eV
Maximum force   2.480 eV/Å
SMILES   ClCCCl.ClCCCl.ClCCCl.ClCCCl.ClCCCl.ClCCCl.ClCCCl.ClCCCl.ClCCCl
E_LUMO   0.22 eV
Energy above the lowest of the compared OMol25 structures with the same formula, charge and spin   28.0 kcal/mol
E   -8990.91365 Eh

DFT (ωB97M-V/def2-TZVPD) results for 10 unconnected molecules or ions with the total composition C18H36Cl18FNO5S in a non-equilibrium geometry.

Geometry as XYZ:
```
80
Properties=species:S:1:pos:R:3:forces:R:3:lowdin_charge:R:1
C 1.92579 -3.42984 -0.29642 0.3 -0.5 -0.4 0.0025
C 2.02563 -3.31116 -1.79076 0.3 0.1 0.1 -0.5508
O 2.76687 -2.55458 -2.35576 -0.1 0.2 -0.2 0.1123
O 1.22091 -4.18418 -2.44841 -0.5 0.4 0.3 -0.0056
C 0.58369 -3.70039 -3.63630 0.0 -0.3 -0.6 -0.1668
C -0.88665 -3.46214 -3.36932 -0.3 -0.1 -0.1 -0.1414
C -1.12041 -2.31435 -2.39237 0.6 0.2 -0.1 -0.1813
N -2.28823 -1.48287 -2.77004 -0.1 -0.8 0.9 -0.1963
C -3.57652 -2.21168 -2.89732 -0.5 0.5 0.2 -0.1763
C -4.21468 -2.75496 -1.61875 0.0 -0.8 -0.4 -0.1982
C -3.61244 -4.07176 -1.10455 -0.1 0.6 0.7 -0.1820
C -4.57598 -4.86637 -0.20942 0.6 -0.2 0.0 -0.2711
O -5.16148 -5.97942 -0.87930 -0.1 0.2 0.1 -0.0631
S -2.38770 -0.12235 -1.88762 0.2 0.8 -1.6 0.5880
O -3.63218 0.49722 -2.15564 -0.3 -0.1 0.4 -0.2227
O -1.18248 0.61237 -2.03496 0.2 -0.2 0.4 -0.2426
F -2.40403 -0.59883 -0.39359 0.0 -0.2 0.2 -0.1315
H 2.85954 -3.06939 0.12286 -0.1 0.1 0.2 0.0821
H 1.78779 -4.48058 -0.05012 -0.1 0.1 0.2 0.0628
H 1.07960 -2.85240 0.07112 0.0 0.0 0.0 0.0760
H 1.06197 -2.80026 -4.02213 0.2 0.0 0.3 0.1295
H 0.69178 -4.46544 -4.40494 0.1 -0.1 0.1 0.1295
H -1.34545 -4.39293 -3.03304 0.0 0.0 0.1 0.1116
H -1.36557 -3.22219 -4.32201 0.1 0.1 -0.1 0.1266
H -0.24620 -1.66073 -2.43472 -0.1 0.1 0.0 0.1222
H -1.18628 -2.65342 -1.35616 -0.2 -0.2 -0.1 0.1045
H -3.46526 -3.02173 -3.61538 0.3 0.0 0.0 0.1198
H -4.27165 -1.50408 -3.34409 0.1 0.0 -0.1 0.1142
H -5.25243 -2.97289 -1.87490 0.0 0.2 -0.1 0.0584
H -4.25987 -2.01941 -0.81776 0.0 0.1 0.0 0.1053
H -3.28038 -4.70077 -1.93218 0.0 -0.1 0.0 0.1111
H -2.74605 -3.83993 -0.48012 0.1 -0.1 -0.3 0.0318
H -5.33284 -4.22011 0.24074 0.0 0.0 -0.2 0.0594
H -3.99602 -5.27604 0.61896 -0.1 -0.2 0.0 0.0892
H -5.28941 -5.73294 -1.79799 -0.1 0.0 -0.1 0.0760
Cl 1.48620 3.02415 -1.72404 0.0 0.0 0.0 0.5137
C 0.15048 3.10741 -0.56896 0.0 0.0 0.0 -1.0202
Cl 0.70910 3.61169 1.03986 0.0 0.0 0.0 0.5196
H -0.56896 3.83330 -0.92888 0.1 -0.1 0.1 -0.0565
H -0.30084 2.12811 -0.49159 0.1 0.0 0.0 -0.0051
Cl -0.65847 8.17376 3.10489 0.0 0.1 0.0 0.4940
C -0.89713 6.44005 2.85835 0.1 -0.1 0.1 -1.0591
Cl -2.37475 6.08387 1.95765 0.0 0.0 0.0 0.5031
H -0.05476 6.05613 2.29584 0.0 0.0 0.0 -0.0348
H -0.95578 5.96125 3.82836 0.0 0.0 0.0 0.0118
Cl 2.86811 6.64627 3.77030 0.0 0.0 -0.1 0.5047
C 2.62494 7.21795 5.42409 0.0 0.1 0.0 -1.0237
Cl 1.21751 6.46114 6.18321 0.0 0.0 0.0 0.5112
H 3.50624 6.97062 6.00145 0.0 -0.1 0.0 -0.0182
H 2.46806 8.28936 5.39580 -0.1 0.0 0.0 0.0296
Cl -1.50372 -4.07531 1.76132 0.1 0.1 0.2 0.5547
C -1.51727 -5.58115 2.69410 0.0 -0.1 0.0 -1.0040
Cl -0.74095 -6.90233 1.81964 0.0 0.0 0.0 0.5167
H -0.98120 -5.41292 3.61995 0.0 0.0 0.0 0.0252
H -2.54830 -5.85186 2.88846 0.0 0.0 -0.1 0.0237
Cl 8.27936 7.50871 3.17426 0.0 0.0 0.0 0.5069
C 6.67740 6.85352 3.51117 -0.2 -0.1 -0.1 -1.0537
Cl 6.22122 7.05869 5.21125 0.1 0.0 0.1 0.5169
H 5.95222 7.37860 2.90071 0.0 0.0 0.0 0.0163
H 6.68275 5.78994 3.28605 0.0 0.3 0.2 -0.0762
Cl -7.33303 -0.57494 1.23281 0.0 0.0 0.0 0.5165
C -7.89746 -1.22992 -0.30543 0.0 0.1 -0.1 -0.9940
Cl -7.41224 -2.92022 -0.51980 -0.4 0.0 0.1 0.5842
H -8.97891 -1.17862 -0.33168 0.0 0.0 0.1 0.0245
H -7.46598 -0.64564 -1.10982 0.1 0.0 0.0 0.0266
Cl 7.61897 3.94624 2.16813 0.1 -0.3 -0.2 0.5575
C 9.15439 3.11413 2.47093 0.0 0.0 0.0 -0.9982
Cl 10.16613 3.98159 3.62544 0.0 0.0 0.0 0.5147
H 8.93250 2.13327 2.87267 0.0 0.0 0.0 0.0247
H 9.68645 3.03560 1.53094 0.0 0.1 0.0 0.0256
Cl 4.34572 -5.80358 0.42619 0.1 -0.1 0.0 0.5238
C 4.99065 -5.34369 -1.15925 0.0 0.0 0.0 -1.0173
Cl 6.75622 -5.35475 -1.18414 0.0 0.0 0.0 0.5174
H 4.63094 -6.05552 -1.89223 0.0 0.0 0.0 0.0294
H 4.65067 -4.34186 -1.39646 0.0 0.0 0.0 0.0080
Cl -2.33641 5.40710 -1.73566 -0.1 0.0 -0.1 0.5246
C -1.10160 6.61466 -2.12169 0.1 0.0 0.0 -1.0160
Cl -1.80881 8.16326 -2.58840 0.0 0.0 0.0 0.5161
H -0.48753 6.76678 -1.24129 -0.1 0.0 0.0 0.0247
H -0.50610 6.24233 -2.94658 0.0 0.0 0.0 0.0274
```
Forces are in eV/Å.

HOMO   -10.5 eV
Maximum force   1.786 eV/Å
SMILES   CC(=O)OCCCN(CCCCO)S(=O)(=O)F.ClCCl.ClCCl.ClCCl.ClCCl.ClCCl.ClCCl.ClCCl.ClCCl.ClCCl
E_LUMO   0.29 eV
Energy above the lowest of the compared OMol25 structures with the same formula, charge and spin   0.0 kcal/mol
E   -9919.88020 Eh

DFT (ωB97M-V/def2-TZVPD) results for 3 unconnected molecules or ions with the total composition C18H36Cl2N2O6S in a non-equilibrium geometry.

Geometry as XYZ:
```
65
Properties=species:S:1:pos:R:3:forces:R:3:lowdin_charge:R:1
C -3.68366 3.72204 1.98306 -0.6 -0.5 0.0 -0.1462
C -3.69980 2.13976 1.42962 4.4 -0.3 -0.5 -0.5364
Cl -5.37273 1.29103 1.17693 2.9 1.3 0.4 0.5093
C -2.38104 1.43411 1.15371 -5.0 1.0 0.5 -0.4711
Cl -0.79152 2.42083 1.43479 -2.5 -1.7 -0.4 0.5566
C -2.39116 -0.14776 0.66108 0.0 0.2 0.8 -0.3174
C -2.44756 -0.34678 -0.96607 1.1 -0.2 -0.4 -0.1009
C -0.90295 -0.56044 -1.57036 -2.1 0.8 -0.4 -0.3063
C -0.89174 -0.34614 -3.19613 1.9 2.0 -0.8 -0.0533
C 0.17369 1.03369 -3.56220 2.6 -1.4 1.0 -0.1785
C 1.73232 0.94461 -2.79746 -5.6 0.5 -3.1 -0.0155
O 1.45161 0.69666 -4.39826 -2.2 1.6 5.1 -0.1875
O -0.49810 -1.98699 -1.34581 -0.7 1.3 2.8 -0.2626
S -0.67400 -2.42438 0.29197 2.0 -6.8 4.0 0.8431
O -1.70430 -3.58426 0.50961 2.8 4.9 -1.7 -0.3669
O 0.70598 -2.92022 0.87056 -4.4 2.7 -2.7 -0.3942
C -1.17043 -0.97156 1.41212 -0.3 1.5 -0.7 -0.1808
H -3.02926 4.43282 1.30085 -1.2 -1.8 1.4 0.0664
H -3.24360 3.68536 3.09114 -1.0 0.2 -2.5 0.0975
H -4.77263 4.19820 1.97740 2.3 -1.4 0.1 0.0860
H -3.35577 -0.65530 1.09527 1.7 1.4 -0.8 0.1252
H -2.87820 0.60584 -1.49359 0.6 -1.9 1.2 0.1345
H -3.07816 -1.32263 -1.23524 1.3 2.2 0.6 0.1544
H -0.23170 0.18674 -0.96476 -0.9 -1.5 -1.5 0.1452
H -0.41147 -1.26720 -3.77944 -1.2 2.0 1.5 0.1423
H -1.92353 -0.01190 -3.65633 2.0 -1.1 1.2 0.1170
H -0.35725 2.16649 -3.66738 1.7 -3.4 0.1 0.1547
H 1.79750 -0.01981 -2.15646 0.4 2.0 -1.4 0.1093
H 1.82390 2.05879 -2.48476 1.0 -2.4 -0.6 0.0920
H -1.53344 -1.33206 2.46909 0.8 0.0 -2.4 0.1463
H -0.19419 -0.35026 1.57268 -1.8 -1.1 -0.6 0.0956
C 1.80862 7.23234 -2.55612 0.3 -0.3 -0.1 -0.1060
O 1.70547 6.41685 -1.39948 -0.5 0.3 0.3 -0.1927
C 0.46525 6.54031 -0.69768 0.1 -0.3 0.1 -0.1933
C -0.67682 5.67110 -1.27277 0.3 0.1 -0.4 -0.4277
C -1.29834 6.24704 -2.54263 -0.3 0.1 -0.1 -0.0706
N -0.22644 4.29739 -1.54169 0.4 0.0 0.2 0.0361
H 1.29986 8.19285 -2.43246 -0.1 -0.1 0.0 0.0907
H 1.41628 6.70021 -3.42472 -0.1 0.2 -0.1 0.0734
H 2.86903 7.42499 -2.74101 -0.1 0.0 0.1 0.0893
H 0.66900 6.19305 0.32152 0.1 0.0 -0.1 0.1200
H 0.16743 7.59261 -0.61213 0.0 0.0 -0.2 0.1186
H -1.47039 5.62919 -0.51667 0.2 0.0 0.1 0.1218
H -0.65817 6.12181 -3.41955 0.0 0.0 0.1 0.0648
H -2.24536 5.74198 -2.76549 0.2 0.0 0.1 0.0771
H -1.51254 7.31443 -2.42419 0.0 -0.1 0.0 0.0803
H 0.10849 3.88723 -0.66832 -0.2 0.0 -0.2 0.0128
H 0.62116 4.36331 -2.11427 -0.3 0.1 0.1 0.0665
C 2.07621 -7.65582 4.59945 -0.4 0.1 0.0 -0.1123
O 1.80797 -6.37781 4.04428 0.6 0.0 -0.1 -0.1946
C 2.79624 -5.91576 3.11921 -0.2 0.3 -0.2 -0.1962
C 2.61641 -6.45222 1.68030 -0.3 -0.3 0.3 -0.4281
C 3.08030 -7.89639 1.50783 0.2 -0.1 -0.2 -0.0793
N 1.21960 -6.34241 1.23410 0.0 0.2 0.4 0.0469
H 3.14601 -7.82395 4.75427 0.0 0.0 -0.1 0.0882
H 1.65416 -8.43578 3.96298 0.2 -0.2 0.0 0.0722
H 1.57377 -7.71602 5.56883 0.0 0.1 -0.1 0.0853
H 2.68126 -4.82645 3.08674 -0.1 -0.1 0.0 0.1192
H 3.80735 -6.10886 3.49832 0.0 -0.2 0.0 0.1144
H 3.23636 -5.83412 1.01938 -0.1 0.1 0.1 0.1353
H 2.38540 -8.61750 1.94551 0.0 0.1 0.0 0.0617
H 3.16663 -8.14363 0.44340 -0.1 0.1 0.2 0.0755
H 4.06434 -8.04845 1.96365 -0.1 0.0 0.0 0.0753
H 0.94225 -5.36007 1.26964 0.0 -0.1 -0.2 0.0439
H 0.63643 -6.78072 1.95411 0.2 0.0 -0.3 0.0736
```
Forces are in eV/Å.

HOMO   -8.6 eV
Maximum force   8.133 eV/Å
SMILES   C/C(Cl)=C(\Cl)[C@H]1C[C@H](C[C@H]2CO2)OS(=O)(=O)C1.COC[C@@H](C)N.COC[C@@H](C)N
E_LUMO   -0.26 eV
Energy above the lowest of the compared OMol25 structures with the same formula, charge and spin   218.5 kcal/mol
E   -2586.51742 Eh

no.,frontier orbital gap (eV)
1,10.721
2,10.755
3,8.302